(1)
{"formula": "C19H18N2O4S", "method": "ωB97M-V/def2-TZVPD", "species": ["C", "C", "O", "C", "O", "C", "C", "C", "C", "C", "C", "C", "O", "C", "C", "N", "C", "S", "C", "C", "C", "C", "C", "C", "O", "N", "H", "H", "H", "H", "H", "H", "H", "H", "H", "H", "H", "H", "H", "H", "H", "H", "H", "H"], "xyz": [[3.806, 2.419, 1.875], [2.814, 2.752, 0.788], [1.958, 1.562, 0.587], [0.773, 1.436, 1.309], [0.444, 2.173, 2.228], [-0.190, 0.385, 0.922], [-0.557, -0.638, 1.735], [-0.070, -0.983, 3.064], [-0.982, -1.242, 4.114], [-0.513, -1.486, 5.393], [0.816, -1.482, 5.684], [1.770, -1.334, 4.594], [3.102, -1.414, 4.818], [1.278, -1.142, 3.256], [-0.581, 0.476, -0.478], [-0.389, -0.671, -1.107], [-0.774, -0.953, -2.437], [-1.047, -2.458, -3.157], [-1.745, -1.672, -4.559], [-2.350, -2.565, -5.652], [-1.853, -0.356, -4.426], [-2.532, 0.520, -5.443], [-1.345, 0.066, -3.154], [-1.588, 1.352, -2.385], [-1.863, 2.367, -2.955], [-1.283, 1.465, -1.073], [4.131, 1.425, 1.614], [3.224, 2.567, 2.872], [4.744, 3.118, 1.959], [3.337, 2.901, -0.185], [2.213, 3.592, 1.045], [-1.323, -1.297, 1.320], [-2.008, -1.246, 3.809], [-1.310, -1.466, 6.204], [1.237, -1.572, 6.751], [3.730, -1.742, 4.186], [1.936, -1.112, 2.435], [-1.483, -3.084, -6.140], [-2.811, -1.960, -6.480], [-3.015, -3.344, -5.332], [-3.271, 1.130, -4.915], [-2.967, -0.026, -6.222], [-1.885, 1.238, -5.918], [-1.574, 2.304, -0.544]], "energy_ha": -1543.42130, "smiles": "CCOC(=O)/C(=C\\c1cccc(O)c1)c1nc2sc(C)c(C)c2c(=O)[nH]1", "relative_energy_kcal_mol": 104.3, "homo_ev": -8.18}



(2)
{"formula": "C3H7N2OS", "method": "ωB97M-V/def2-TZVPD", "species": ["C", "C", "N", "C", "O", "S", "N", "H", "H", "H", "H", "H", "H", "H"], "xyz": [[-1.100, -0.313, -1.382], [-0.569, 0.109, -0.098], [0.559, -0.424, 0.389], [0.949, 0.168, 1.726], [2.361, 0.846, 1.424], [-0.397, 1.404, 2.126], [-1.189, 0.828, 0.737], [-0.278, -0.264, -2.131], [-1.994, 0.173, -1.828], [-1.325, -1.323, -1.316], [1.381, -0.354, -0.182], [0.963, -0.509, 2.507], [2.391, 1.808, 1.668], [-1.985, 1.327, 0.391]], "charge": 1, "energy_ha": -701.15402, "smiles": "CC1=[NH+][C@@H](O)SN1", "relative_energy_kcal_mol": 44.4, "homo_ev": -14.09}



(3)
{"formula": "C22H23BeIN6O3S", "method": "ωB97M-V/def2-TZVPD", "species": ["Be", "O", "C", "C", "C", "C", "N", "C", "C", "C", "C", "C", "C", "O", "C", "C", "N", "H", "H", "H", "H", "H", "H", "H", "H", "H", "H", "H", "H", "O", "C", "C", "C", "C", "N", "N", "C", "N", "S", "H", "H", "H", "H", "H", "H", "H", "I", "C", "C", "C", "C", "C", "N", "H", "H", "H", "H"], "xyz": [[0.588, 0.809, -2.197], [-3.851, 1.510, 1.954], [-2.756, 2.337, 2.288], [-1.666, 2.068, 1.289], [-0.735, 3.000, 0.993], [0.158, 2.836, -0.134], [0.300, 1.722, -0.759], [-0.366, 0.577, -0.179], [-1.685, 0.749, 0.572], [1.379, -0.768, 1.085], [1.677, -1.470, 2.247], [2.849, -2.198, 2.304], [3.211, -2.984, 3.530], [2.164, -2.872, 4.471], [3.695, -2.170, 1.193], [3.318, -1.431, 0.098], [2.168, -0.746, 0.017], [-4.616, 1.755, 2.485], [-2.367, 2.101, 3.288], [-3.018, 3.398, 2.277], [-0.752, 3.971, 1.469], [0.653, 3.710, -0.543], [-2.630, 0.588, 0.057], [1.027, -1.429, 3.102], [4.156, -2.597, 3.928], [3.377, -4.028, 3.239], [2.403, -3.354, 5.269], [4.632, -2.710, 1.185], [3.962, -1.391, -0.773], [3.386, -0.147, -2.595], [2.339, 0.171, -2.351], [-1.621, -2.025, 3.478], [-1.603, -0.632, 2.844], [-1.156, -0.462, 1.398], [0.191, -0.020, 1.019], [-0.389, -0.307, -1.334], [-0.847, -1.511, -1.124], [-0.824, -2.448, -2.070], [-1.550, -2.011, 0.407], [-2.246, -1.994, 4.368], [-0.639, -2.382, 3.781], [-2.058, -2.779, 2.822], [-0.972, 0.043, 3.428], [-2.619, -0.230, 2.879], [-0.425, -2.272, -2.979], [-1.187, -3.370, -1.890], [2.237, 3.427, -3.511], [0.622, 2.435, -4.369], [0.124, 2.902, -5.572], [-0.964, 2.263, -6.145], [-1.539, 1.184, -5.486], [-1.000, 0.789, -4.285], [0.078, 1.382, -3.731], [0.583, 3.757, -6.046], [-1.365, 2.613, -7.086], [-2.395, 0.664, -5.890], [-1.438, -0.021, -3.711]], "charge": 2, "energy_ha": -2116.63082, "homo_ev": -14.00}



(4)
{"formula": "C10H29FNbO2", "method": "ωB97M-V/def2-TZVPD", "species": ["F", "C", "C", "Nb", "H", "H", "H", "H", "H", "H", "H", "H", "H", "C", "C", "O", "C", "C", "H", "H", "H", "H", "H", "H", "H", "H", "H", "H", "C", "C", "O", "C", "C", "H", "H", "H", "H", "H", "H", "H", "H", "H", "H"], "xyz": [[-1.297, -0.432, -1.314], [-2.536, -0.675, -1.953], [-3.403, 0.594, -1.839], [-5.601, -0.082, -1.791], [-2.397, -0.905, -3.014], [-2.961, -1.548, -1.458], [-3.169, 1.240, -2.696], [-3.177, 1.129, -0.909], [-5.636, -0.524, -3.565], [-6.042, 1.614, -2.280], [-5.573, 0.282, 0.009], [-5.220, -1.839, -1.476], [-7.379, -0.396, -1.597], [1.634, 0.955, -0.945], [0.664, 2.024, -0.475], [1.249, 2.972, 0.412], [2.335, 3.714, -0.103], [1.985, 4.541, -1.328], [2.057, 0.422, -0.090], [1.123, 0.238, -1.587], [2.467, 1.379, -1.512], [-0.145, 1.549, 0.077], [0.200, 2.534, -1.324], [3.184, 3.053, -0.308], [2.650, 4.383, 0.701], [1.669, 3.918, -2.166], [2.850, 5.123, -1.652], [1.167, 5.228, -1.103], [3.507, -2.389, 3.318], [3.170, -2.879, 1.920], [2.147, -3.856, 1.888], [0.889, -3.454, 2.408], [0.278, -2.265, 1.688], [3.803, -3.226, 3.954], [4.327, -1.671, 3.280], [2.657, -1.899, 3.794], [4.051, -3.355, 1.487], [2.915, -2.040, 1.264], [0.970, -3.260, 3.484], [0.230, -4.316, 2.300], [0.900, -1.372, 1.773], [-0.702, -2.031, 2.105], [0.161, -2.481, 0.625]], "charge": -1, "energy_ha": -705.43761, "homo_ev": -5.01}



(5)
{"formula": "C11H20Br3F3NO9Zr2", "method": "ωB97M-V/def2-TZVPD", "species": ["Zr", "Zr", "C", "O", "O", "C", "F", "F", "F", "C", "C", "H", "H", "H", "H", "H", "H", "O", "C", "O", "O", "H", "O", "C", "O", "O", "H", "C", "Br", "Br", "Br", "H", "C", "C", "C", "O", "C", "N", "H", "H", "H", "H", "H", "H", "H", "H", "H", "H", "H"], "xyz": [[0.041, -3.575, -3.016], [-3.763, 0.059, -0.194], [3.274, -3.409, -1.692], [3.150, -2.018, -1.477], [2.117, -3.820, -2.276], [4.541, -3.781, -2.537], [4.231, -3.382, -3.814], [5.648, -3.108, -2.255], [4.780, -5.063, -2.552], [3.973, -1.348, -0.550], [3.684, 0.154, -0.520], [4.354, 0.712, 0.132], [3.901, 0.598, -1.497], [2.648, 0.411, -0.288], [5.055, -1.414, -0.693], [3.729, -1.640, 0.487], [3.382, -3.834, -0.680], [-5.964, -3.238, -1.206], [-5.297, -2.224, -0.747], [-5.691, -1.010, -0.687], [-4.094, -2.230, -0.355], [-5.439, -3.994, -0.867], [0.396, -0.920, 0.213], [-0.587, -1.247, -0.606], [-1.743, -0.863, -0.271], [-0.290, -1.920, -1.640], [1.188, -1.308, -0.216], [1.006, -1.508, 3.258], [-0.676, -2.377, 3.859], [2.065, -2.772, 2.201], [1.982, -0.773, 4.766], [0.767, -0.705, 2.577], [-0.654, 2.031, 1.785], [-1.887, 2.645, 1.213], [-1.629, 4.115, 0.805], [-2.759, 4.471, 0.074], [-3.085, 5.876, 0.101], [-2.369, 1.883, -0.005], [0.071, 1.794, 1.003], [-0.789, 1.107, 2.353], [-0.274, 2.738, 2.524], [-2.636, 2.670, 2.011], [-0.793, 4.109, 0.089], [-1.380, 4.714, 1.682], [-3.589, 6.004, 1.067], [-3.791, 6.184, -0.666], [-2.236, 6.562, 0.118], [-1.609, 1.951, -0.690], [-2.961, 2.690, -0.321]], "charge": 5, "energy_ha": -9276.29672, "homo_ev": -21.75}



(6)
{"formula": "C38H46HfN6OP2S", "method": "ωB97M-V/def2-TZVPD", "species": ["Hf", "C", "C", "C", "P", "C", "C", "C", "C", "C", "C", "C", "C", "C", "C", "N", "C", "C", "C", "C", "C", "C", "C", "P", "C", "C", "C", "C", "C", "C", "H", "H", "H", "H", "H", "H", "H", "H", "H", "H", "H", "H", "H", "H", "H", "H", "H", "H", "H", "H", "H", "H", "H", "H", "H", "H", "H", "H", "H", "H", "H", "H", "H", "H", "H", "H", "H", "H", "H", "H", "N", "C", "C", "C", "C", "C", "C", "C", "H", "H", "H", "H", "N", "C", "O", "C", "C", "N", "C", "N", "H", "H", "S", "C", "N"], "xyz": [[0.101, -0.716, -0.580], [-1.055, -0.543, 3.933], [0.241, 0.181, 3.573], [-0.006, 1.649, 3.250], [1.071, -0.717, 2.136], [1.954, -2.126, 3.033], [2.428, -1.917, 4.472], [3.091, -2.674, 2.166], [2.305, 0.523, 1.633], [3.609, 0.593, 2.104], [4.527, 1.484, 1.574], [5.930, 1.563, 2.100], [4.123, 2.290, 0.514], [2.835, 2.236, 0.033], [1.883, 1.377, 0.592], [0.568, 1.304, 0.115], [-0.018, 2.496, -0.277], [0.384, 3.736, 0.264], [-0.182, 4.927, -0.124], [-1.180, 4.970, -1.093], [-1.774, 6.277, -1.519], [-1.626, 3.763, -1.598], [-1.106, 2.537, -1.185], [-1.916, 0.957, -1.597], [-2.519, 1.164, -3.358], [-1.336, 1.310, -4.309], [-3.363, -0.044, -3.751], [-3.518, 1.120, -0.597], [-3.131, 1.498, 0.832], [-4.554, 2.104, -1.129], [-1.555, -0.044, 4.764], [-0.861, -1.576, 4.222], [-1.734, -0.549, 3.081], [0.931, 0.144, 4.424], [-0.633, 1.762, 2.371], [0.934, 2.163, 3.062], [-0.501, 2.137, 4.088], [1.161, -2.889, 3.067], [3.104, -1.071, 4.558], [2.970, -2.808, 4.790], [1.596, -1.773, 5.159], [4.033, -2.186, 2.399], [2.900, -2.520, 1.105], [3.210, -3.740, 2.352], [3.922, -0.064, 2.900], [6.071, 0.889, 2.943], [6.156, 2.581, 2.420], [6.643, 1.286, 1.323], [4.833, 2.962, 0.054], [2.555, 2.840, -0.817], [1.159, 3.750, 1.015], [0.163, 5.847, 0.327], [-1.005, 7.043, -1.570], [-2.522, 6.607, -0.797], [-2.255, 6.194, -2.489], [-2.397, 3.781, -2.355], [-3.131, 2.071, -3.409], [-0.757, 0.388, -4.340], [-0.679, 2.123, -4.004], [-1.690, 1.519, -5.318], [-2.746, -0.937, -3.728], [-3.749, 0.082, -4.760], [-4.201, -0.190, -3.075], [-3.957, 0.113, -0.585], [-2.779, 2.529, 0.866], [-2.343, 0.842, 1.202], [-3.988, 1.409, 1.498], [-4.130, 3.103, -1.202], [-5.388, 2.151, -0.429], [-4.950, 1.803, -2.095], [2.620, -7.688, -2.316], [2.238, -6.648, -2.017], [1.756, -5.367, -1.665], [1.329, -5.094, -0.367], [0.876, -3.826, -0.041], [0.864, -2.763, -0.959], [1.265, -3.095, -2.268], [1.696, -4.357, -2.627], [1.362, -5.880, 0.376], [0.525, -3.654, 0.974], [1.232, -2.337, -3.047], [1.987, -4.570, -3.646], [-2.667, -3.835, -2.669], [-2.290, -2.961, -1.713], [-1.514, -2.007, -1.986], [-2.816, -3.147, -0.387], [-2.273, -2.226, 0.456], [-1.616, -1.347, 0.862], [-3.744, -4.128, -0.044], [-4.525, -4.928, 0.221], [-2.236, -3.766, -3.575], [-3.183, -4.663, -2.426], [1.447, 0.341, -2.807], [2.445, -0.318, -1.695], [3.066, -0.830, -0.854]], "energy_ha": -3008.41501, "homo_ev": -7.39}



(7)
{"formula": "C4H4O2S2", "method": "ωB97M-V/def2-TZVPD", "species": ["O", "C", "C", "S", "C", "O", "C", "S", "H", "H", "H", "H"], "xyz": [[0.676, 1.857, -1.212], [-0.055, 1.413, -0.323], [-0.034, -0.050, 0.120], [0.937, -0.076, 1.709], [0.725, -0.907, -0.863], [0.402, -2.060, -1.159], [-1.392, -0.659, 0.453], [-2.878, 0.078, 0.217], [-0.702, 2.093, 0.264], [2.047, 0.474, 1.219], [1.623, -0.477, -1.288], [-1.349, -1.685, 0.864]], "energy_ha": -1101.60574, "smiles": "O=CC(S)(C=O)C=S", "relative_energy_kcal_mol": 34.8, "homo_ev": -9.57}



(8)
{"formula": "C9H23O4PbSi", "method": "ωB97M-V/def2-TZVPD", "species": ["Pb", "C", "O", "C", "C", "O", "C", "C", "O", "C", "H", "H", "H", "H", "H", "H", "H", "H", "H", "H", "H", "H", "H", "H", "C", "Si", "C", "C", "O", "H", "H", "H", "H", "H", "H", "H", "H", "H"], "xyz": [[2.836, -12.034, 11.298], [1.758, -15.306, 12.159], [2.654, -14.347, 11.505], [3.629, -14.927, 10.722], [4.807, -14.103, 11.058], [4.564, -12.801, 10.325], [5.859, -12.395, 9.583], [6.916, -11.939, 10.512], [7.564, -12.998, 11.016], [8.673, -12.614, 11.878], [0.907, -15.345, 11.552], [1.590, -15.005, 13.257], [2.336, -16.182, 12.072], [3.444, -14.827, 9.643], [3.659, -15.991, 10.909], [5.703, -14.582, 10.639], [4.910, -13.969, 12.199], [5.530, -11.590, 8.975], [6.081, -13.255, 8.972], [6.511, -11.265, 11.318], [7.566, -11.271, 9.987], [9.774, -12.854, 11.502], [8.406, -13.063, 12.845], [8.863, -11.523, 11.861], [1.378, -6.687, 11.853], [1.650, -4.768, 8.334], [1.403, -7.753, 10.691], [1.422, -3.253, 9.377], [2.856, -5.082, 7.585], [2.206, -6.050, 11.834], [1.437, -7.344, 12.784], [0.398, -6.129, 11.795], [2.118, -8.466, 10.921], [1.726, -7.387, 9.757], [0.418, -8.174, 10.540], [2.390, -2.796, 9.362], [1.206, -3.615, 10.403], [0.657, -2.591, 8.951]], "charge": 3, "energy_ha": -1138.77339, "homo_ev": -17.67}



Which formula does entry 8 have?
C9H23O4PbSi